# C8H4Cl6O9P2Ti

A molecular structure, C8H4Cl6O9P2Ti in a non-equilibrium geometry (wB97M-V/def2-TZVPD, OMol25).

Structure (XYZ):
```
30
C8H4Cl6O9P2Ti (wB97M-V/def2-TZVPD)
Ti -0.14475 -0.64977 0.08027
Cl 0.80000 1.81318 -2.25749
C -0.18526 2.39295 -0.95346
C -0.62652 1.47849 -0.00995
C -1.40195 1.98707 1.01300
Cl -1.93193 0.84980 2.22367
C -1.74830 3.32759 1.12754
Cl -2.71898 3.89331 2.43879
C -1.29567 4.21539 0.15569
Cl -1.70788 5.89009 0.25431
C -0.50705 3.74659 -0.89506
Cl 0.05716 4.84866 -2.09765
O 3.83832 -0.23251 1.99045
P 2.67863 -1.08452 1.29863
O 1.65928 -0.07357 0.77339
O 3.22328 -2.11790 0.39344
O 1.97374 -1.79649 2.56644
P 0.69936 -2.80388 2.33971
O 1.31786 -3.91274 1.39249
O 0.21096 -3.34661 3.60171
O -0.27818 -1.92981 1.50364
H 4.65380 -0.74323 1.94546
H 1.99464 -3.53020 0.79305
Cl -2.48834 -3.96739 -4.56538
C -1.60824 -1.46197 -3.20920
C -1.16402 -1.35726 -1.97032
O -1.87706 -1.03519 -0.89502
O 0.15224 -1.45476 -1.61148
H -2.65242 -1.29614 -3.40994
H -0.92272 -1.64917 -4.01672
```

spin multiplicity = 1
E_LUMO = 0.133 hartree
net charge = -2


# C4H13N2O

2 unconnected molecules or ions with the total composition C4H13N2O (wB97M-V/def2-TZVPD, OMol25).

Structure (XYZ):
```
20
C4H13N2O (wB97M-V/def2-TZVPD)
C 2.21176 0.09136 0.41600
O 1.80851 -1.29396 0.40440
C 1.08236 1.00036 -0.04673
N 1.38778 2.40624 0.26414
H 2.39006 0.38961 1.44938
H 3.09756 0.19339 -0.20429
H 2.37339 -1.70174 1.06348
H 0.91938 0.82027 -1.12291
H 0.18700 0.74341 0.52444
H 0.51771 2.92543 0.26595
H 1.87956 2.79269 -0.53859
C -2.91354 -0.59391 0.20423
C -0.93899 -1.63956 -0.76021
N -1.72439 -0.64206 -0.63745
H -3.77286 -0.22933 -0.35692
H -2.75890 0.12511 1.00440
H -3.13264 -1.57595 0.60623
H -1.32096 -2.60912 -0.46934
H 0.07605 -1.44952 -1.09218
H -1.36883 0.24728 -0.97404
```

spin multiplicity = 1
E_LUMO = -0.180 hartree
net charge = +1


The calculation returns the following Kohn-Sham gap values, one per record and in order: 4.9 8.3 eV.
The calculation returns the following relative energy (zero: lowest compared OMol25 entry of this formula, charge and spin) values, one per record and in order: 2.183 2.943 eV.